# 1
Here is 8 unconnected molecules or ions with the total composition C31H49NO9 from the Open Molecules 2025 dataset. Energies are from ωB97M-V/def2-TZVPD.

```
90
Properties=species:S:1:pos:R:3:mulliken_charge:R:1
C 2.501 -5.434 -0.480 -0.61
C 1.873 -4.285 -0.923 -0.82
C 0.449 -4.086 -0.526 0.77
C 0.016 -3.069 0.332 -0.38
C -1.322 -2.989 0.678 -0.97
C -2.182 -3.931 0.146 0.61
C -1.784 -4.947 -0.710 0.00
C -0.441 -5.019 -1.056 -0.16
C -2.973 -5.822 -1.067 0.07
O -3.036 -6.674 -1.891 -0.51
N -4.012 -5.419 -0.139 -0.40
C -3.644 -4.109 0.365 0.18
O -4.441 -3.374 0.858 -0.53
H 2.657 -5.513 0.593 0.26
H 2.767 -6.254 -1.140 0.30
H 2.375 -3.547 -1.543 0.37
H 0.737 -2.371 0.728 0.53
H -1.686 -2.236 1.361 0.56
H -0.096 -5.807 -1.708 0.41
H -3.863 -6.057 0.645 0.34
C -2.850 -3.981 -5.998 -1.04
C -2.348 -3.481 -4.670 0.96
C -3.362 -2.864 -3.739 -1.11
O -1.183 -3.572 -4.354 -0.55
H -2.022 -4.395 -6.561 0.14
H -3.600 -4.760 -5.843 0.40
H -3.282 -3.159 -6.569 0.32
H -4.126 -3.605 -3.494 0.30
H -3.823 -1.999 -4.218 0.41
H -2.866 -2.548 -2.822 0.17
C 0.694 -1.540 -9.173 -0.98
C 0.022 -2.506 -8.231 0.79
C 0.907 -3.536 -7.573 -0.92
O -1.167 -2.459 -8.008 -0.54
H -0.052 -0.856 -9.577 0.35
H 1.448 -0.971 -8.643 0.24
H 1.159 -2.084 -9.995 0.27
H 1.677 -3.040 -6.980 0.26
H 1.381 -4.160 -8.334 0.35
H 0.310 -4.166 -6.918 0.20
C 1.447 0.171 3.574 -1.10
C 0.172 -0.602 3.804 0.80
C -0.781 -0.042 4.822 -0.90
O -0.066 -1.622 3.193 -0.54
H 2.047 -0.333 2.819 0.31
H 1.211 1.179 3.228 0.25
H 2.020 0.230 4.500 0.35
H -1.098 0.954 4.517 0.19
H -0.298 0.009 5.799 0.34
H -1.653 -0.691 4.892 0.36
C -1.521 4.849 3.649 -1.24
C -0.802 4.090 4.732 0.88
C -0.247 4.888 5.878 -1.05
O -0.676 2.882 4.682 -0.58
H -1.869 4.153 2.889 0.34
H -2.380 5.371 4.074 0.30
H -0.845 5.570 3.187 0.34
H -1.056 5.410 6.392 0.29
H 0.487 5.610 5.513 0.37
H 0.242 4.216 6.582 0.29
C 4.739 -0.928 -10.947 -1.06
C 4.665 -1.157 -9.457 0.75
C 5.964 -1.106 -8.691 -1.11
O 3.611 -1.371 -8.903 -0.47
H 3.740 -0.991 -11.373 0.25
H 5.150 0.061 -11.153 0.33
H 5.371 -1.688 -11.411 0.33
H 6.426 -0.123 -8.803 0.33
H 6.647 -1.872 -9.060 0.33
H 5.769 -1.285 -7.636 0.29
C 3.964 6.932 6.184 -1.08
C 2.840 7.930 6.333 0.84
C 3.080 9.099 7.256 -1.13
O 1.794 7.797 5.741 -0.53
H 3.660 6.146 5.496 0.27
H 4.852 7.427 5.787 0.34
H 4.198 6.485 7.151 0.32
H 3.932 9.684 6.904 0.34
H 3.278 8.742 8.268 0.33
H 2.198 9.734 7.271 0.29
C -3.100 2.759 7.552 -0.68
C -3.964 3.994 7.626 0.85
C -5.178 3.930 8.520 -1.26
O -3.695 4.992 6.996 -0.53
H -2.268 2.946 6.876 -0.09
H -2.706 2.518 8.540 0.36
H -3.683 1.919 7.171 0.34
H -4.875 3.737 9.549 0.32
H -5.848 3.138 8.183 0.33
H -5.707 4.880 8.479 0.32
```

Structure (SMILES) = C=Cc1ccc2c(c1)C(=O)NC2=O.CC(C)=O.CC(C)=O.CC(C)=O.CC(C)=O.CC(C)=O.CC(C)=O.CC(C)=O
Maximum force = 2.03 eV Å⁻¹
E_HOMO = -7.9 eV
Orbital gap = 7.68 eV
Charge = 0

=====

# 2
Here is a molecular structure, C31H50AlN5OSi2 from the Open Molecules 2025 dataset. Energies are from ωB97M-V/def2-TZVPD.

```
90
Properties=species:S:1:pos:R:3:mulliken_charge:R:1
Al -0.752 -0.257 0.016 -0.52
N -5.273 0.452 1.268 0.12
C -3.948 -0.273 1.402 1.65
C -3.413 -0.113 2.819 -1.53
C -2.059 -0.821 2.961 0.30
N -1.018 -0.202 2.102 -0.35
C -2.206 -2.298 2.592 -1.44
C -2.778 -2.497 1.187 0.20
N -1.768 -2.082 0.171 -0.19
C -4.102 -1.738 1.019 -1.66
H -5.120 1.454 1.173 0.24
H -5.872 0.295 2.080 0.42
H -5.786 0.143 0.441 0.46
H -3.287 0.237 0.706 -1.06
H -4.103 -0.584 3.528 0.59
H -3.327 0.944 3.091 0.52
H -1.746 -0.747 4.002 0.49
H -0.117 -0.642 2.312 -0.47
H -0.882 0.774 2.365 0.21
H -2.871 -2.777 3.312 0.53
H -1.240 -2.806 2.678 0.43
H -2.995 -3.554 1.043 0.44
H -2.074 -2.360 -0.759 0.47
H -0.919 -2.635 0.335 0.17
H -4.833 -2.224 1.672 0.44
H -4.461 -1.836 -0.011 0.59
C -0.511 -2.058 -3.241 -1.24
C -1.160 -0.709 -3.118 0.97
C -1.649 -0.012 -4.206 -0.94
C -2.217 1.245 -4.006 -0.77
C -2.275 1.815 -2.745 -0.98
C -1.744 1.085 -1.680 1.20
N -1.254 -0.166 -1.890 0.00
N -1.622 1.406 -0.339 0.20
Si -1.775 3.060 0.249 0.53
C -0.638 4.206 -0.665 -1.11
C -1.373 3.062 2.079 -1.05
C -3.582 3.588 0.062 -1.55
H 0.290 -2.022 -3.981 0.39
H -1.232 -2.808 -3.575 0.42
H -0.058 -2.363 -2.297 0.02
H -1.574 -0.436 -5.198 0.57
H -2.607 1.794 -4.856 0.48
H -2.689 2.803 -2.594 0.46
H 0.362 3.770 -0.746 0.27
H -0.547 5.156 -0.130 0.40
H -0.989 4.432 -1.674 0.38
H -0.374 2.667 2.289 0.32
H -2.112 2.538 2.698 0.16
H -1.369 4.101 2.428 0.62
H -4.114 3.027 -0.716 0.45
H -3.634 4.639 -0.247 0.41
H -4.123 3.538 1.015 0.40
C 2.471 -3.397 1.044 -1.42
C 3.063 -2.014 1.349 2.09
C 2.574 -1.549 2.728 -1.49
C 4.604 -2.101 1.394 -1.80
Si 2.514 -0.773 0.038 -1.13
O 0.861 -0.689 0.120 0.40
C 3.156 0.947 0.383 0.19
C 4.518 1.242 0.254 -0.41
C 4.999 2.523 0.493 -0.88
C 4.123 3.538 0.859 -0.81
C 2.766 3.271 0.975 -0.47
C 2.294 1.986 0.736 0.91
C 2.896 -1.210 -1.737 1.27
C 2.406 -0.319 -2.702 -0.40
C 2.657 -0.509 -4.052 -0.74
C 3.411 -1.601 -4.468 -0.53
C 3.907 -2.495 -3.531 -0.92
C 3.655 -2.297 -2.177 -0.35
H 2.742 -4.110 1.830 0.53
H 2.830 -3.799 0.093 0.24
H 1.374 -3.360 0.995 -0.01
H 3.056 -2.141 3.512 0.59
H 1.492 -1.701 2.848 0.05
H 2.801 -0.495 2.916 0.33
H 4.915 -2.902 2.071 0.53
H 5.037 -1.169 1.767 0.39
H 5.044 -2.307 0.415 0.28
H 5.213 0.465 -0.054 0.43
H 6.056 2.732 0.386 0.44
H 4.498 4.536 1.045 0.41
H 2.080 4.065 1.249 0.45
H 1.229 1.785 0.804 -0.13
H 1.829 0.549 -2.384 0.38
H 2.281 0.201 -4.781 0.46
H 3.623 -1.746 -5.521 0.41
H 4.496 -3.346 -3.852 0.45
H 4.049 -3.015 -1.465 0.18
```

Maximum force = 0.74 eV Å⁻¹
E_HOMO = -13.0 eV
Orbital gap = 7.51 eV
Charge = +2

=====

# 3
Here is a molecular structure, C31H50BrCrN4P3 from the Open Molecules 2025 dataset. Energies are from ωB97M-V/def2-TZVPD.

```
90
Properties=species:S:1:pos:R:3:lowdin_spin:R:1
C -3.105 -7.042 2.276 0.00
C -2.354 -6.573 1.180 0.00
C -2.031 -7.501 0.169 0.00
C -2.459 -8.831 0.300 0.00
N -3.166 -9.248 1.347 0.00
C -3.488 -8.392 2.314 0.00
C -1.921 -5.191 1.092 0.01
C -1.555 -4.029 1.019 0.00
C -1.122 -2.672 0.952 0.02
C -1.998 -1.631 1.312 -0.01
C -1.567 -0.300 1.292 0.00
C -0.277 0.001 0.852 -0.12
C 0.612 -1.022 0.491 0.01
C 0.188 -2.354 0.550 -0.01
Cr 0.464 1.948 0.544 3.19
P -1.135 2.303 -1.266 -0.01
H -1.452 -7.208 -0.710 0.00
H -3.394 -6.380 3.097 0.00
H -2.216 -9.569 -0.472 0.00
H -4.070 -8.780 3.157 0.00
H 0.871 -3.159 0.285 0.00
H -3.015 -1.873 1.617 0.00
H 1.627 -0.765 0.192 0.00
H -2.244 0.499 1.610 0.00
C -0.773 3.865 -2.177 -0.01
C -1.328 4.029 -3.591 0.00
H 0.324 3.948 -2.182 0.00
H -1.148 4.674 -1.535 0.00
H -1.105 5.046 -3.947 0.00
H -0.874 3.333 -4.308 0.00
H -2.420 3.919 -3.635 0.00
C -1.108 0.910 -2.477 0.01
C -2.429 0.236 -2.857 0.00
H -0.436 0.153 -2.043 0.00
H -0.601 1.299 -3.372 0.00
H -2.220 -0.576 -3.568 0.00
H -2.921 -0.220 -1.986 0.00
H -3.131 0.927 -3.342 0.00
C -2.869 2.442 -0.677 0.00
C -3.838 3.203 -1.584 0.00
H -2.809 2.942 0.301 0.00
H -3.230 1.421 -0.488 0.00
H -4.846 3.160 -1.151 0.00
H -3.565 4.265 -1.664 0.00
H -3.906 2.788 -2.599 0.00
Br 2.301 3.443 0.022 -0.03
P 3.703 -0.543 -3.675 0.62
C 2.109 0.220 -4.206 0.09
C 2.323 1.006 -5.499 0.01
H 1.752 0.863 -3.388 0.01
H 1.384 -0.592 -4.348 0.00
H 1.366 1.189 -5.996 0.00
H 2.802 1.971 -5.296 0.00
H 2.971 0.447 -6.189 0.00
C 4.098 0.597 -2.276 0.09
C 5.611 0.567 -2.061 0.01
H 3.536 0.278 -1.387 0.02
H 3.756 1.610 -2.534 0.00
H 5.939 1.429 -1.477 0.00
H 5.911 -0.352 -1.545 0.00
H 6.127 0.594 -3.031 0.01
C 3.071 -2.044 -2.787 0.10
C 3.169 -3.264 -3.709 0.01
H 2.036 -1.856 -2.470 0.02
H 3.689 -2.181 -1.889 0.00
H 3.121 -4.191 -3.133 0.00
H 2.352 -3.270 -4.440 0.00
H 4.117 -3.256 -4.265 0.00
C -0.189 3.886 5.317 0.00
N -1.108 2.957 4.596 0.00
C -1.038 1.615 5.209 0.00
N 0.342 1.086 5.297 -0.01
C 1.226 2.061 5.988 0.00
N 1.207 3.390 5.337 -0.01
C 1.801 3.326 3.979 0.00
P 0.830 2.217 2.858 -0.04
C -0.859 2.916 3.162 0.01
C 0.865 0.740 3.986 0.00
H -0.548 3.986 6.357 0.00
H -0.197 4.858 4.798 0.00
H -1.634 0.922 4.599 0.00
H -1.452 1.680 6.228 0.00
H 2.254 1.676 5.957 0.00
H 0.883 2.174 7.035 0.00
H 1.858 4.335 3.547 0.00
H 2.822 2.931 4.047 0.00
H -1.592 2.296 2.626 0.00
H -0.890 3.938 2.764 0.00
H 1.914 0.422 4.061 0.00
H 0.307 -0.076 3.514 0.00
```

Maximum force = 4.67 eV Å⁻¹
E_HOMO (alpha / beta) = -12.6 / -12.7 eV
Orbital gap (alpha / beta) = 5.18 / 3.06 eV
Charge = +2
⟨S²⟩ = 6.18
Spin multiplicity = 5

=====

# 4
Here is a molecular structure, C31H50BrCuN4P3 from the Open Molecules 2025 dataset. Energies are from ωB97M-V/def2-TZVPD.

```
90
Properties=species:S:1:pos:R:3:lowdin_spin:R:1
C 2.833 4.781 -1.613 0.00
C 1.786 4.311 -2.429 0.00
C 1.937 4.198 -3.815 0.00
C 3.162 4.587 -4.354 0.00
N 4.157 5.027 -3.579 0.00
C 4.016 5.142 -2.262 0.00
C 0.517 4.061 -1.873 0.00
C -0.650 4.063 -1.458 0.00
C -1.615 3.270 -0.752 0.00
C -1.366 1.899 -0.706 0.00
C -2.006 1.036 0.209 0.00
C -2.976 1.608 1.048 0.00
C -3.447 2.903 0.820 0.00
C -2.742 3.752 -0.059 0.00
Cu -0.704 -0.002 1.441 0.02
P 1.253 -0.407 -0.167 0.05
H 1.132 3.839 -4.448 0.00
H 2.720 4.885 -0.543 0.00
H 3.329 4.538 -5.428 0.00
H 4.858 5.526 -1.684 0.00
H -3.028 4.798 -0.215 0.00
H -0.573 1.494 -1.318 0.00
H -4.341 3.282 1.326 0.00
H -1.930 -0.078 0.173 0.00
C 2.083 -2.066 0.030 0.00
C 3.201 -2.478 -0.925 0.00
H 1.265 -2.800 -0.052 0.00
H 2.452 -2.121 1.067 0.00
H 3.550 -3.485 -0.660 0.00
H 2.886 -2.524 -1.973 0.00
H 4.077 -1.823 -0.871 0.00
C 1.298 -0.065 -1.978 0.00
C 2.556 0.452 -2.641 0.00
H 0.522 0.685 -2.152 0.00
H 0.945 -0.971 -2.483 0.00
H 2.342 0.660 -3.690 0.00
H 2.907 1.390 -2.214 0.00
H 3.383 -0.259 -2.624 0.00
C 2.353 0.848 0.595 0.01
C 3.849 0.612 0.657 0.00
H 1.974 0.986 1.617 0.00
H 2.133 1.782 0.065 0.00
H 4.319 1.466 1.150 0.00
H 4.114 -0.278 1.233 0.00
H 4.308 0.520 -0.328 0.00
Br -3.916 0.425 2.264 0.00
P -1.743 -2.435 -1.848 0.55
C -0.818 -3.380 -3.103 0.07
C -1.528 -4.589 -3.688 0.02
H 0.098 -3.694 -2.572 0.01
H -0.497 -2.671 -3.878 0.00
H -0.821 -5.098 -4.356 0.01
H -1.841 -5.287 -2.902 0.00
H -2.407 -4.299 -4.275 0.00
C -3.028 -3.524 -1.118 0.07
C -4.371 -3.566 -1.829 0.03
H -3.159 -3.155 -0.085 0.01
H -2.582 -4.525 -1.034 0.00
H -5.015 -4.281 -1.301 0.01
H -4.863 -2.587 -1.817 0.00
H -4.282 -3.902 -2.869 0.00
C -2.628 -1.066 -2.705 0.07
C -3.110 -1.379 -4.115 0.03
H -1.924 -0.217 -2.730 0.01
H -3.461 -0.741 -2.060 0.00
H -3.597 -0.485 -4.522 0.01
H -2.279 -1.649 -4.776 0.00
H -3.847 -2.190 -4.129 0.00
C 1.178 -2.133 5.696 0.00
N 1.169 -0.689 5.356 0.00
C -0.047 -0.044 5.928 0.00
N -1.274 -0.751 5.561 0.00
C -1.202 -2.179 5.883 0.00
N -0.037 -2.832 5.260 0.00
C -0.147 -2.889 3.807 0.00
P -0.255 -1.177 3.091 0.00
C 1.267 -0.475 3.925 0.00
C -1.600 -0.551 4.169 0.00
H 1.255 -2.198 6.789 0.00
H 2.056 -2.591 5.223 0.00
H -0.087 0.997 5.583 0.00
H 0.053 -0.086 7.019 0.00
H -2.115 -2.672 5.538 0.00
H -1.114 -2.262 6.971 0.00
H 0.732 -3.394 3.373 0.00
H -1.052 -3.437 3.509 0.00
H 1.319 0.597 3.692 0.00
H 2.151 -0.992 3.512 0.00
H -2.510 -1.102 3.914 0.00
H -1.774 0.502 3.948 0.00
```

Maximum force = 3.21 eV Å⁻¹
E_HOMO (alpha / beta) = -12.9 / -12.9 eV
Orbital gap (alpha / beta) = 7.73 / 3.86 eV
Charge = +2
⟨S²⟩ = 0.75
Spin multiplicity = 2

=====

# 5
Here is a molecular structure, C31H50ClPScSe from the Open Molecules 2025 dataset. Energies are from ωB97M-V/def2-TZVPD.

```
85
Properties=species:S:1:pos:R:3:mulliken_charge:R:1
Sc 1.173 -1.472 -1.298 -0.66
Cl 0.367 0.616 -2.045 -0.36
P -1.999 1.012 0.153 0.27
C 0.921 -2.495 -3.105 -0.50
H 0.455 -3.495 -3.165 0.08
H 1.298 -2.180 -4.094 0.18
C -2.656 1.097 1.920 0.11
C -3.415 0.534 -1.004 0.01
C -3.121 -0.292 2.386 -0.17
H -1.729 1.344 2.475 0.38
C -3.388 -0.286 3.898 -0.73
H -4.044 -0.574 1.856 0.15
H -2.367 -1.054 2.133 -0.38
C -4.348 0.830 4.322 -0.73
H -3.789 -1.260 4.197 0.40
H -2.430 -0.155 4.418 0.29
C -3.967 2.204 3.760 -1.06
H -5.363 0.576 3.989 0.32
H -4.381 0.888 5.416 0.39
C -3.685 2.178 2.254 -0.12
H -4.767 2.928 3.957 0.39
H -3.067 2.571 4.274 0.38
H -4.621 1.981 1.715 0.05
H -3.336 3.168 1.936 -0.05
C -1.690 2.816 -0.299 0.39
C -4.822 0.878 -0.521 -0.39
H -3.195 1.126 -1.912 0.80
C -5.860 0.545 -1.598 -1.11
H -5.048 0.304 0.388 0.14
H -4.912 1.942 -0.266 0.06
C -5.775 -0.915 -2.055 -0.70
H -6.862 0.761 -1.209 0.39
H -5.696 1.207 -2.458 0.36
C -4.354 -1.329 -2.448 -0.93
H -6.123 -1.564 -1.242 0.30
H -6.453 -1.074 -2.900 0.42
C -3.316 -0.953 -1.383 -0.14
H -4.313 -2.410 -2.629 0.39
H -4.081 -0.834 -3.389 0.35
H -3.475 -1.570 -0.484 0.30
H -2.304 -1.191 -1.749 0.02
C -0.843 3.522 0.773 -0.65
H -1.048 2.684 -1.189 0.54
C -0.414 4.915 0.295 -0.79
H -1.415 3.620 1.707 0.21
H 0.045 2.914 1.007 -0.16
C -1.591 5.766 -0.197 -0.70
H 0.103 5.433 1.111 0.40
H 0.312 4.794 -0.520 0.33
C -2.500 5.036 -1.192 -1.06
H -2.190 6.085 0.666 0.30
H -1.208 6.679 -0.667 0.36
C -2.911 3.636 -0.724 -0.33
H -3.405 5.626 -1.376 0.39
H -1.982 4.937 -2.156 0.40
H -3.618 3.729 0.114 0.02
H -3.451 3.137 -1.540 0.21
C 1.967 0.054 1.707 -0.38
C 2.246 -0.685 0.651 1.53
H 1.115 -0.183 2.358 0.29
C 3.215 -0.277 -0.447 -0.82
H 2.112 -1.794 0.710 -0.40
C 4.422 0.483 0.157 -1.03
H 3.589 -1.144 -1.024 0.53
H 2.738 0.413 -1.169 0.32
C 3.957 1.561 1.157 -0.71
H 5.077 -0.247 0.651 0.38
H 5.001 0.971 -0.641 0.39
C 2.881 1.131 2.186 -0.83
H 4.824 1.945 1.713 0.34
H 3.526 2.380 0.566 0.26
H 3.392 0.759 3.092 0.38
H 2.310 2.025 2.485 0.30
Se -0.573 -2.684 0.369 -0.28
C 0.793 -3.850 0.925 0.03
C 1.175 -4.903 0.062 -0.35
C 2.461 -5.424 0.163 -0.37
C 3.324 -4.982 1.177 -0.49
C 2.858 -4.094 2.158 -0.25
C 1.555 -3.609 2.096 -0.47
H 0.486 -5.203 -0.726 0.41
H 2.788 -6.178 -0.553 0.33
H 4.346 -5.359 1.226 0.35
H 3.511 -3.784 2.978 0.36
H 1.156 -2.943 2.863 0.42
```

ΔE to the lowest compared entry with this formula, charge and spin = 44.6 kcal per mole
Maximum force = 3.46 eV Å⁻¹
E_HOMO (alpha / beta) = -2.2 / -2.2 eV
Orbital gap (alpha / beta) = 4.63 / 4.63 eV
Charge = -1